Density functional theory data (ωB97M-V/def2-TZVPD) for 2 unconnected molecules or ions with the total composition C5H8O2 at a distorted geometry.

Output
total energy: -9402.882 eV
HOMO (alpha / beta): -5.76 / -10.84 eV
relative energy (zero: lowest compared OMol25 entry of this formula, charge and spin): 2.371 eV
frontier orbital gap (alpha / beta): 6.7 / 9.7 eV
multiplicity: 3
lowest unoccupied orbital energy (alpha / beta): 0.9134 / -1.1268 eV

Element x y z (Å)
O1 -3.8365 -0.1180 -0.2480
O2 -0.1626 -0.7698 1.2993
C1 1.3491 -1.5299 -0.3623
C2 -0.7610 -0.0497 0.3031
C3 -0.3988 1.2780 -0.1128
C4 -3.0278 -0.2901 0.5935
C5 -0.0949 -1.3341 0.0199
H1 -1.0518 1.5793 -1.0172
H2 -3.1110 -0.4042 1.6693
H3 1.8772 -0.7285 0.0804
H4 1.3864 -1.6004 -1.3875
H5 -0.4456 2.0143 0.6666
H6 0.5397 1.2639 -0.7400
H7 1.8959 -2.3922 0.0394
H8 -0.7421 -2.2085 -0.1102

These are the Löwdin partial charges, in e, on atoms 1 to 5:
1 O 0.03
2 O 0.03
3 C -0.02
4 C -0.31
5 C -0.05


Density functional theory data (ωB97M-V/def2-TZVPD) for a gas-phase ion, C5H8O2 (charge +1) at a distorted geometry.

Output
charge: +1
total energy: -9399.243 eV
HOMO (alpha / beta): -14.94 / -14.27 eV
relative energy (zero: lowest compared OMol25 entry of this formula, charge and spin): 0.522 eV
frontier orbital gap (alpha / beta): 10.1 / 4.6 eV
multiplicity: 2
lowest unoccupied orbital energy (alpha / beta): -4.8496 / -9.6839 eV

Element x y z (Å)
O1 1.1068 2.1651 -0.3182
O2 2.2302 0.3226 -0.8239
C1 -0.0420 0.0182 -0.4173
C2 -0.8807 -0.0266 0.8240
C3 1.2270 0.8621 -0.4636
C4 -1.7740 -2.3719 0.6970
C5 -1.9505 -1.0561 0.4930
H1 0.2958 -0.9806 -0.6913
H2 1.8853 2.6180 0.0326
H3 -0.9129 -2.8451 1.1622
H4 -0.3575 -0.3830 1.6996
H5 -2.8299 -0.7170 -0.0449
H6 -0.6085 0.3104 -1.3179
H7 -1.4306 0.8823 1.0722
H8 -2.4811 -3.1256 0.3619

These are the Löwdin partial charges, in e, on atoms 1 to 5:
1 O 0.17
2 O 0.19
3 C -0.07
4 C -0.13
5 C -0.51


Density functional theory data (ωB97M-V/def2-TZVPD) for 2 unconnected molecules or ions with the total composition C5H8O2P at a distorted geometry.

Output
charge: -1
total energy: -18700.115 eV
HOMO: -4.12 eV
relative energy (zero: lowest compared OMol25 entry of this formula, charge and spin): 0.000 eV
frontier orbital gap: 7.8 eV
lowest unoccupied orbital energy: 3.7092 eV

Element x y z (Å)
P1 4.6537 0.0666 0.0619
O1 3.9116 -0.6769 -1.0152
O2 3.6962 0.7523 0.9936
C1 0.4384 -1.4142 -0.4257
C2 -0.7735 2.1217 -0.3719
C3 -0.0341 1.0717 -0.0480
C4 -0.0390 -1.2794 0.9814
C5 -0.5233 -0.3102 -0.0678
H1 1.4613 -1.1346 -0.6357
H2 -0.3814 3.1241 -0.3606
H3 -1.5574 -0.4215 -0.3816
H4 0.6676 -0.9171 1.7119
H5 -1.8083 2.0187 -0.6668
H6 0.0679 -2.2358 -1.0219
H7 -0.7426 -2.0062 1.3612
H8 1.0029 1.1850 0.2393

These are the Löwdin partial charges, in e, on atoms 1 to 5:
1 P 0.37
2 O -0.64
3 O -0.64
4 C -0.11
5 C -0.02


Density functional theory data (ωB97M-V/def2-TZVPD) for C5H8O2S in the gas phase at a distorted geometry.

Output
total energy: -20241.039 eV
HOMO (alpha / beta): -8.43 / -8.43 eV
relative energy (zero: lowest compared OMol25 entry of this formula, charge and spin): 3.890 eV
frontier orbital gap (alpha / beta): 7.2 / 7.2 eV
SMILES: CC(C)=CC=S(=O)=O
lowest unoccupied orbital energy (alpha / beta): -1.2137 / -1.2126 eV

Element x y z (Å)
S1 -2.5253 0.0889 -0.1153
O1 -2.6102 -0.0105 1.3678
O2 -1.5424 -0.9593 -0.6701
C1 -0.0925 1.3087 -0.1423
C2 -1.4131 1.4796 -0.3364
C3 0.5766 -0.8533 1.2541
C4 0.5029 -0.0414 -0.0154
C5 1.4459 -0.4972 -1.0994
H1 1.3106 0.0642 -1.9710
H2 -1.8706 2.4324 -0.5089
H3 1.3493 -1.5026 -1.3059
H4 1.7169 -1.0047 1.4215
H5 0.0020 -0.3577 2.1123
H6 0.7211 2.0079 -0.3650
H7 2.4048 -0.2898 -0.7715
H8 0.0241 -1.8653 1.1455

These are the Löwdin partial charges, in e, on atoms 1 to 5:
1 S 0.75
2 O -0.50
3 O -0.48
4 C -0.11
5 C -0.19


Density functional theory data (ωB97M-V/def2-TZVPD) for C5H8O2S in the gas phase at a distorted geometry.

Output
total energy: -20243.718 eV
HOMO: -9.85 eV
relative energy (zero: lowest compared OMol25 entry of this formula, charge and spin): 1.210 eV
frontier orbital gap: 10.4 eV
SMILES: CC1=CS(=O)(=O)CC1
lowest unoccupied orbital energy: 0.5819 eV

Element x y z (Å)
S1 0.8667 0.3864 1.7397
O1 0.2279 0.1110 3.0308
O2 2.2875 0.7584 1.8006
C1 -0.1013 1.5908 0.7799
C2 -0.3694 -1.4875 -1.7006
C3 -0.5999 0.8157 -0.4932
C4 0.6934 -0.9554 0.5554
C5 -0.0216 -0.5782 -0.5741
H1 0.4490 2.4785 0.5352
H2 -0.9488 1.8637 1.4023
H3 -1.4556 -1.5251 -1.7852
H4 -0.4155 1.4149 -1.3822
H5 1.1119 -1.9244 0.7321
H6 -0.0435 -1.1348 -2.6818
H7 0.0269 -2.5008 -1.5727
H8 -1.7077 0.6868 -0.3861

These are the Löwdin partial charges, in e, on atoms 1 to 5:
1 S 0.70
2 O -0.34
3 O -0.35
4 C -0.19
5 C -0.05


Density functional theory data (ωB97M-V/def2-TZVPD) for C5H8O2S in the gas phase at a distorted geometry.

Output
total energy: -20244.668 eV
HOMO: -9.53 eV
relative energy (zero: lowest compared OMol25 entry of this formula, charge and spin): 0.260 eV
frontier orbital gap: 10.1 eV
SMILES: CC(=O)CCC(=O)S
lowest unoccupied orbital energy: 0.5362 eV

Element x y z (Å)
S1 3.2618 -0.2305 -0.2345
O1 0.9048 -1.1913 -0.8699
O2 -2.2339 -0.3329 -1.2565
C1 -0.6035 1.1451 -0.3894
C2 -1.4635 -1.0273 0.8732
C3 -1.5165 -0.0901 -0.3149
C4 1.4736 -0.2097 -0.4242
C5 0.8427 1.0074 0.1654
H1 -1.2169 1.9279 0.0339
H2 -0.6336 -1.7302 0.8197
H3 3.4422 -1.4110 -0.8457
H4 1.4275 1.8682 -0.0776
H5 0.7403 0.9770 1.2467
H6 -0.5947 1.3848 -1.4619
H7 -1.4184 -0.4807 1.8218
H8 -2.4118 -1.6066 0.9138

These are the Löwdin partial charges, in e, on atoms 1 to 5:
1 S 0.82
2 O 0.01
3 O 0.08
4 C -0.11
5 C -0.02


Density functional theory data (ωB97M-V/def2-TZVPD) for 2 unconnected molecules or ions with the total composition C5H8O2S at a distorted geometry.

Output
total energy: -20239.152 eV
HOMO: -10.40 eV
relative energy (zero: lowest compared OMol25 entry of this formula, charge and spin): 5.776 eV
frontier orbital gap: 9.4 eV
lowest unoccupied orbital energy: -0.9855 eV

Element x y z (Å)
S1 1.5162 0.4049 0.1439
O1 1.8532 0.0211 1.4868
O2 2.5561 0.3598 -0.8517
C1 -2.6816 0.9382 0.4184
C2 -1.6118 0.5493 0.0581
C3 0.1463 -2.0028 0.2533
C4 0.2313 -0.7162 -0.4518
C5 0.8420 2.0912 0.1727
H1 0.9702 -2.6333 -0.0974
H2 0.4688 2.2878 1.1718
H3 1.6503 2.7692 -0.0781
H4 0.0427 2.1588 -0.5564
H5 0.1202 -0.6829 -1.5255
H6 -3.5617 1.4218 0.7351
H7 -0.7872 -2.5254 0.0520
H8 0.2764 -1.8463 1.3211

These are the Löwdin partial charges, in e, on atoms 1 to 5:
1 S 0.60
2 O -0.32
3 O -0.32
4 C -0.03
5 C -0.04


Density functional theory data (ωB97M-V/def2-TZVPD) for C5H8O3 in the gas phase at a distorted geometry.

Output
total energy: -11451.847 eV
HOMO: -8.81 eV
relative energy (zero: lowest compared OMol25 entry of this formula, charge and spin): 5.672 eV
frontier orbital gap: 9.7 eV
SMILES: C1=C\OCOCCO/1
lowest unoccupied orbital energy: 0.8875 eV

Element x y z (Å)
O1 0.3162 1.9216 0.1366
O2 0.3696 -1.4005 -1.3845
O3 -0.9796 0.2545 1.3578
C1 -0.2213 -1.6792 -0.1485
C2 -0.7124 -1.0655 0.9445
C3 0.8189 -0.0695 -1.7916
C4 -0.0462 1.3188 1.4003
C5 0.3510 0.6404 -0.5694
H1 0.8916 0.9540 1.8830
H2 -1.2145 -1.6919 1.6735
H3 0.9712 0.0287 0.0748
H4 1.8975 -0.1724 -1.9866
H5 0.2648 0.2185 -2.6880
H6 -0.5641 2.0411 2.0209
H7 -0.3915 -2.7393 -0.1340
H8 -0.6450 0.2872 -0.7348

These are the Löwdin partial charges, in e, on atoms 1 to 5:
1 O -0.05
2 O -0.10
3 O -0.10
4 C -0.13
5 C -0.12


Density functional theory data (ωB97M-V/def2-TZVPD) for a molecular structure, C5H8O3 at a distorted geometry.

Output
total energy: -11451.030 eV
HOMO: -8.49 eV
relative energy (zero: lowest compared OMol25 entry of this formula, charge and spin): 6.490 eV
frontier orbital gap: 9.3 eV
lowest unoccupied orbital energy: 0.8474 eV

Element x y z (Å)
O1 -0.6485 1.5140 -1.0269
O2 -0.0220 -1.6190 0.2964
O3 1.2007 -0.2013 1.5427
C1 -0.0684 1.4480 -2.1911
C2 -0.4463 0.4700 -0.1711
C3 -0.9179 -0.9016 -0.3932
C4 0.7294 0.6273 0.5954
C5 0.2021 -1.2805 1.7104
H1 0.5493 -2.0930 2.1503
H2 0.8842 2.2483 -2.1134
H3 -0.8767 1.7618 -3.1072
H4 -0.7149 -1.1556 -1.3878
H5 1.2412 1.5567 0.6163
H6 0.2790 0.0508 -2.0897
H7 -0.5652 -0.9161 2.4049
H8 -2.0329 -1.1811 -0.2735

These are the Löwdin partial charges, in e, on atoms 1 to 5:
1 O -0.19
2 O -0.07
3 O -0.03
4 C -0.17
5 C -0.26


Density functional theory data (ωB97M-V/def2-TZVPD) for C5H8O3 in the gas phase at a distorted geometry.

Output
total energy: -11453.932 eV
HOMO: -9.29 eV
relative energy (zero: lowest compared OMol25 entry of this formula, charge and spin): 3.587 eV
frontier orbital gap: 9.0 eV
SMILES: O=CCCC(=O)CO
lowest unoccupied orbital energy: -0.2940 eV

Element x y z (Å)
O1 1.0274 0.6575 1.5168
O2 -1.1933 1.2308 -0.4386
O3 0.9240 -0.3958 -1.9841
C1 0.7670 -0.3296 -0.7647
C2 0.0225 -1.3234 0.0898
C3 1.6207 0.6203 0.2508
C4 -1.2462 -0.7954 0.8873
C5 -1.9578 0.2071 0.0270
H1 -3.0954 -0.0296 -0.2566
H2 -0.4228 -2.0299 -0.6765
H3 1.6314 1.7479 -0.0894
H4 -0.9449 -0.0862 1.6924
H5 0.6824 -1.8932 0.8030
H6 2.6178 0.1187 0.4450
H7 0.3035 1.4090 1.2737
H8 -2.0738 -1.4512 1.1140

These are the Löwdin partial charges, in e, on atoms 1 to 5:
1 O -0.16
2 O -0.07
3 O 0.07
4 C -0.38
5 C -0.10